Record 1
# C12H26AsNO10P2SScSi2

A molecular structure, C12H26AsNO10P2SScSi2 (the ωB97M-V functional and the def2-TZVPD basis, the Open Molecules 2025 dataset).

```
56
Properties=species:S:1:pos:R:3:mulliken_charge:R:1
Sc 0.88331 0.40567 0.02706 0.601
O 1.08117 2.88475 0.88535 -0.297
P 0.73168 3.18279 -0.68281 0.607
O 0.23534 4.51426 -0.98176 -0.746
O -0.07282 1.89703 -0.95476 -0.315
O 2.15575 2.87794 -1.37005 -0.209
P 3.42855 1.98096 -0.96309 0.880
O 4.06531 2.76791 0.28063 -0.475
O 4.34687 1.83508 -2.08961 -0.701
O 2.82528 0.71506 -0.31780 -0.394
H 1.05803 3.61340 1.51426 0.284
H 4.83465 3.27361 -0.00491 0.320
C -2.41172 -0.97234 -2.66222 -1.033
Si -1.87875 -2.14647 -1.29058 0.513
C -2.31272 -3.90673 -1.80434 -1.044
C -2.92443 -1.73040 0.22075 -1.166
As 0.40416 -2.04776 -0.75055 -0.148
Si 1.37615 -1.79211 -2.88153 0.474
C 3.23067 -2.01226 -2.67490 -0.972
C 0.74769 -3.14285 -4.03432 -1.081
C 1.08636 -0.11212 -3.68015 -0.934
H -3.49030 -1.04313 -2.82385 0.425
H -1.92008 -1.20131 -3.60952 0.266
H -2.17878 0.06174 -2.39967 0.236
H -3.38170 -3.96816 -2.02630 0.321
H -2.09307 -4.61293 -1.00169 0.300
H -1.76311 -4.22421 -2.69077 0.268
H -3.95825 -2.03166 0.03417 0.416
H -2.93288 -0.65458 0.41415 0.277
H -2.58943 -2.24453 1.12334 0.309
H 3.46698 -2.93281 -2.13882 0.275
H 3.65992 -1.16740 -2.13370 0.203
H 3.71250 -2.05945 -3.65492 0.310
H 0.87646 -4.12845 -3.58430 0.284
H 1.31423 -3.11880 -4.96880 0.383
H -0.30664 -3.01361 -4.28380 0.265
H 1.67881 0.65943 -3.18068 0.231
H 0.04142 0.19815 -3.67088 0.236
H 1.42091 -0.13816 -4.72152 0.412
N 1.18339 0.02728 2.18635 -0.244
C 0.22761 0.67016 3.07292 0.814
C -1.11593 0.35199 2.94341 -0.338
C -2.04300 0.98514 3.76120 -0.652
C -1.62526 1.92180 4.69307 -0.117
C -0.28034 2.24261 4.80058 -0.674
C 0.65482 1.61676 3.99015 -0.805
S -2.82792 2.67547 5.80994 1.271
O -2.22363 3.94779 6.16711 -0.702
O -4.03424 2.76753 5.00721 -0.696
O -2.89082 1.70896 6.89526 -0.675
H 2.12150 0.38449 2.36055 0.341
H 1.20924 -0.97901 2.34237 0.271
H -1.42904 -0.39818 2.22161 0.360
H -3.09922 0.76518 3.68154 0.452
H 0.01559 2.98841 5.52644 0.459
H 1.70969 1.85808 4.07317 0.357
```

Summary:
E_HOMO	-0.2163	hartree
total charge	-1
gap between HOMO and LUMO	7.689	eV
energy relative to the best compared isomer or geometry (same formula, charge and spin)	9.3	kcal per mole
electronic energy	-161554.4189	eV



Record 2
# C12H26AuBN2O2P2

A molecular structure, C12H26AuBN2O2P2 at a distorted geometry (the ωB97M-V functional and the def2-TZVPD basis, the Open Molecules 2025 dataset).

```
46
Properties=species:S:1:pos:R:3:lowdin_spin:R:1
Au 0.36506 -0.64128 0.73125 0.275
P 0.48246 1.76865 0.85562 0.248
C 0.38327 2.59163 -0.71476 0.481
C 0.18712 1.74026 -1.85156 0.005
N 0.07088 0.35091 -1.68991 0.241
C 0.52481 -0.45402 -2.64268 0.061
C 0.82825 0.02110 -3.93107 0.149
C 0.53408 1.36220 -4.23997 -0.012
C 0.05478 2.20149 -3.22012 0.178
C 0.78121 -1.91459 -2.30438 0.005
P -0.09241 -2.36089 -0.73029 0.004
H -0.18975 3.26636 -3.39545 0.006
H 1.24501 -0.65249 -4.68045 0.006
H 0.68190 1.76098 -5.25627 -0.003
H 0.44382 -2.59826 -3.11412 -0.001
H 1.85473 -2.11400 -2.12129 0.001
H -3.53798 2.62902 0.04872 0.000
H -0.43756 3.42709 -0.78367 0.022
H -3.36929 -0.51209 0.66422 0.000
O -4.24230 2.02270 -0.23151 0.000
H -4.30332 1.99367 -1.22261 0.000
H -1.35081 -0.59086 0.87620 0.027
O -2.87093 -0.97315 1.33566 0.024
H -2.90873 -0.50052 2.25227 0.000
C -1.80622 -2.54134 -1.30535 -0.001
H -1.79274 -3.25957 -2.13844 0.000
H -2.44609 -2.93714 -0.50083 0.000
H -2.18697 -1.57617 -1.67800 0.000
C 0.46127 -4.04090 -0.31570 0.006
H -0.00759 -4.32441 0.63924 0.000
H 0.17199 -4.77080 -1.09453 0.000
H 1.55696 -4.04515 -0.19337 0.000
C 2.21684 2.25115 1.12306 0.041
H 2.16597 3.34390 1.21373 0.007
H 2.76455 1.79703 1.94994 0.005
H 2.68929 2.01407 0.16111 0.004
C -0.48548 2.40728 2.27239 0.043
H -0.26054 1.86159 3.19920 0.001
H -0.21535 3.45891 2.44113 0.009
H -1.57263 2.35302 2.12408 0.000
B 2.53582 -0.71319 4.95439 0.010
C 1.71555 -0.45519 3.78442 0.013
N 1.02894 -0.26327 2.83658 0.131
H 2.52996 -1.94892 5.21260 0.006
H 2.07919 -0.08858 5.94006 0.005
H 3.72296 -0.34623 4.74047 0.001
```

Summary:
multiplicity	3
<S²>	2.06
E_HOMO (alpha / beta)	-0.5283 / -0.5253	hartree
total charge	+2
gap between HOMO and LUMO (alpha / beta)	5.688 / 4.044	eV
energy relative to the best compared isomer or geometry (same formula, charge and spin)	100.2	kcal per mole
electronic energy	-42865.3236	eV



Record 3
# C12H26BCl2O5P

4 unconnected molecules or ions with the total composition C12H26BCl2O5P at a distorted geometry (the ωB97M-V functional and the def2-TZVPD basis, the Open Molecules 2025 dataset).

```
47
Properties=species:S:1:pos:R:3:mulliken_charge:R:1
O -3.33380 4.49981 0.08434 -0.436
B -2.87328 4.09497 1.27486 0.647
C -1.79100 2.98131 1.44420 -0.780
C -1.33191 2.31741 0.15636 -0.277
C -0.35416 1.20416 0.40343 -0.691
Cl -1.10416 -0.13068 1.35056 -0.281
P -3.63385 4.98275 2.86699 -0.086
O -4.45793 3.68123 3.49165 -0.463
Cl -2.00150 5.13348 4.13326 -0.261
H -4.04385 5.15599 0.21361 0.292
H -0.95455 3.43997 1.96479 0.353
H -2.21005 2.23116 2.11371 0.293
H -2.16562 1.91652 -0.39759 0.150
H -0.79081 3.03858 -0.44318 0.372
H 0.47369 1.54117 1.00743 0.448
H 0.05210 0.83763 -0.52755 0.399
H -3.86115 3.19569 4.08703 0.304
C -4.22486 0.02847 -2.84391 -1.071
C -2.79898 0.03613 -3.34053 0.810
O -1.87088 0.22274 -2.58994 -0.491
C -2.58681 -0.19980 -4.81658 -1.131
H -4.23589 0.20827 -1.77134 0.254
H -4.79911 0.81061 -3.34294 0.327
H -4.68675 -0.93879 -3.04739 0.351
H -3.09473 0.57296 -5.39554 0.337
H -2.98240 -1.17631 -5.10009 0.340
H -1.52302 -0.16887 -5.03897 0.284
C 2.37732 -5.01980 2.09727 -1.221
C 2.18924 -3.53906 2.32914 0.876
O 3.13249 -2.79685 2.47663 -0.546
C 0.77370 -3.02144 2.36249 -1.034
H 3.43909 -5.25533 2.09441 0.321
H 1.88872 -5.58719 2.89066 0.358
H 1.94575 -5.30542 1.13663 0.316
H 0.21607 -3.50091 3.16909 0.416
H 0.27904 -3.22293 1.41099 0.315
H 0.78767 -1.94884 2.52956 0.214
C 4.02943 -1.43453 -0.10502 -0.815
C 4.80402 -0.45082 -0.94549 0.732
O 4.40181 0.67196 -1.14535 -0.564
C 6.11268 -0.93240 -1.52806 -1.110
H 3.11627 -0.96590 0.25254 0.166
H 3.77059 -2.31152 -0.70197 0.322
H 4.62152 -1.74789 0.75372 0.331
H 5.93863 -1.79036 -2.17934 0.316
H 6.79326 -1.22457 -0.72699 0.311
H 6.56795 -0.13276 -2.10761 0.305
```

Summary:
E_HOMO	-0.3131	hartree
total charge	0
SMILES	OB(CCCCl)P(O)Cl.CC(C)=O.CC(C)=O.CC(C)=O
gap between HOMO and LUMO	8.898	eV
electronic energy	-58115.5653	eV



Record 4
# C12H26CdNO4PS

A molecular structure, C12H26CdNO4PS at a distorted geometry (the ωB97M-V functional and the def2-TZVPD basis, the Open Molecules 2025 dataset).

```
46
Properties=species:S:1:pos:R:3:mulliken_charge:R:1
C 5.00131 1.54629 0.77448 -0.668
O 3.83547 0.68582 0.86590 -0.273
C 2.84200 1.17784 1.76836 -0.827
C 1.54899 1.81542 1.06339 -0.164
C 1.39618 1.50041 -0.50590 -0.783
C 0.44530 0.23987 -0.83267 1.105
C 1.40186 -1.05930 -0.78440 -0.606
C 0.63312 -2.45138 -0.66065 -0.395
C 1.72353 -3.49447 -0.03964 -0.578
O 1.74595 -3.28982 1.39727 -0.473
O -0.62916 0.06914 0.11975 -0.234
C -1.89656 -0.18694 -0.48827 0.067
O -2.28113 -1.26747 -0.94740 -0.394
C -2.95785 1.03390 -0.52481 -0.509
C -4.02149 0.78353 0.64776 -0.477
C -5.10674 -0.32286 0.21520 -0.596
N -5.18449 -1.49563 1.11264 -0.495
P -0.16783 0.55194 -2.64382 0.180
S -0.40273 -1.07739 -3.67919 -0.091
H 5.91776 0.85806 0.88675 0.240
H 5.07939 1.97640 -0.28460 0.260
H 5.09204 2.32392 1.59608 0.318
H 3.21250 1.91990 2.54522 0.522
H 2.46459 0.26478 2.36430 0.319
H 1.67699 2.98704 1.15873 0.290
H 0.64842 1.55423 1.70484 0.341
H 0.83698 2.42351 -0.98480 0.376
H 2.37676 1.41354 -1.07868 0.234
H 2.01638 -0.95017 0.18391 0.192
H 2.07611 -1.09382 -1.71388 0.350
H -0.23761 -2.45633 0.06868 0.154
H 0.30355 -2.91290 -1.64570 0.318
H 2.76184 -3.34645 -0.50892 0.331
H 1.39901 -4.58695 -0.19682 0.329
H 0.81462 -3.45797 1.67035 0.330
H -3.43218 1.13498 -1.56754 0.426
H -2.40904 2.01693 -0.26469 0.107
H -4.47130 1.77362 0.99975 0.372
H -3.43147 0.37103 1.54174 0.296
H -4.85477 -0.71552 -0.83069 0.305
H -6.14490 0.15214 0.13771 0.358
H -5.60900 -1.28200 2.02116 0.257
H -4.29469 -1.99788 1.19668 0.238
H 0.93169 1.27278 -3.25950 0.205
H -1.28914 1.43850 -2.69618 0.180
Cd 0.63975 4.15970 0.09812 0.563
```

Summary:
E_HOMO	-0.5160	hartree
total charge	+2
gap between HOMO and LUMO	2.104	eV
electronic energy	-47208.4832	eV



Record 5
# C12H26Cl16FInOP

A molecular structure, C12H26Cl16FInOP at a distorted geometry (the ωB97M-V functional and the def2-TZVPD basis, the Open Molecules 2025 dataset).

```
58
Properties=species:S:1:pos:R:3:mulliken_charge:R:1
C 2.75442 -4.34884 3.47201 -0.849
P 1.54225 -3.44339 2.24486 -0.095
C 1.94195 -4.04316 0.47679 -0.625
In 2.19041 -0.96289 2.55567 0.553
C 4.02223 -0.53518 1.29322 -0.630
C 4.23511 1.04449 0.89476 0.357
O 3.95519 1.51446 -0.35180 -0.557
F 4.77316 2.05578 1.86971 -0.243
H 2.22590 -4.29476 4.51482 0.204
H 3.70722 -3.66750 3.51334 0.246
H 3.02575 -5.42689 3.10748 0.287
H 3.06534 -3.84519 0.13418 0.265
H 1.80955 -5.22820 0.41919 0.295
H 1.24676 -3.58407 -0.36745 0.024
H 2.53162 -0.80788 4.34763 -0.296
H 0.76330 0.07101 2.19905 -0.326
H 3.88979 -1.11902 0.26113 0.213
H 4.97272 -0.93519 1.89408 0.280
C 5.67985 3.29322 4.79263 -0.010
Cl 7.22410 3.97785 5.31376 -0.192
Cl 5.32839 1.78923 5.65268 -0.154
H 4.88420 4.01393 4.99654 0.253
H 5.72550 3.08753 3.72043 0.123
C -1.27394 -6.21725 1.60680 -0.434
Cl -2.14250 -4.68186 1.49197 -0.173
Cl 0.44504 -5.95332 1.92402 -0.085
H -1.69980 -6.80682 2.42235 0.324
H -1.38262 -6.75894 0.66406 0.277
C -1.09143 -4.71791 -1.93071 0.382
Cl 0.29721 -5.79659 -2.11279 -0.155
Cl -0.72327 -3.09917 -2.53842 -0.169
H -1.93491 -5.12574 -2.49310 0.343
H -1.35246 -4.64950 -0.87186 -0.427
C -3.86681 -1.15798 -2.63070 0.194
Cl -3.21681 -1.92692 -1.17769 -0.119
Cl -4.22833 -2.35781 -3.87765 -0.174
H -4.78569 -0.62653 -2.37128 -0.128
H -3.12937 -0.45171 -3.01977 0.209
C 7.55386 7.50737 3.67320 -0.122
Cl 5.81528 7.43635 3.36124 -0.146
Cl 8.08722 9.17389 3.92506 -0.172
H 7.77888 6.92265 4.56849 0.161
H 8.08663 7.08911 2.81576 0.275
C -8.12550 -0.42609 -1.43444 -0.288
Cl -6.94161 -0.28959 -0.12876 -0.135
Cl -7.41304 0.02386 -2.98851 -0.132
H -8.47654 -1.45942 -1.48985 0.293
H -8.96667 0.23854 -1.22300 0.274
C -6.04159 3.33525 -3.26395 -0.276
Cl -4.65295 2.25656 -3.44602 -0.106
Cl -5.67343 4.95399 -3.87165 -0.166
H -6.88508 2.92742 -3.82633 0.250
H -6.30262 3.40366 -2.20509 0.301
C -3.98082 5.68570 -7.24256 0.078
Cl -2.59219 4.60702 -7.42464 -0.147
Cl -3.61267 7.30445 -7.85027 -0.165
H -4.82431 5.27788 -7.80495 0.261
H -4.24186 5.75411 -6.18370 -0.028
```

Summary:
E_HOMO	-0.1329	hartree
total charge	-1
gap between HOMO and LUMO	5.079	eV
electronic energy	-232448.6105	eV



Record 6
# C12H26Cl2CuO6S2

A molecular structure, C12H26Cl2CuO6S2 at a distorted geometry (the ωB97M-V functional and the def2-TZVPD basis, the Open Molecules 2025 dataset).

```
49
Properties=species:S:1:pos:R:3:mulliken_charge:R:1
Cu 0.87904 -0.59801 1.04235 0.928
C 3.36899 -1.22589 -0.35603 -0.597
O 2.79647 -1.64144 0.81700 -0.825
H 3.77720 -2.06566 -0.96685 0.277
H 2.68364 -0.66659 -1.04651 0.046
H 4.20230 -0.50443 -0.20795 0.286
C 0.34237 0.21185 3.82991 -0.286
O -0.08049 -0.82938 3.06140 -0.824
H -0.06509 1.20750 3.51291 -0.192
H 0.02418 0.13894 4.89886 0.324
H 1.44478 0.35671 3.88638 0.145
C -0.56955 3.64795 2.19602 -0.474
C -0.67239 4.13785 0.72840 -0.624
C 0.63338 3.92523 -0.00642 -0.675
S 1.80157 3.20664 1.19080 0.953
O 3.06057 3.90094 1.07062 -0.791
O 1.83779 1.77553 1.09990 -0.404
C 0.87695 3.74081 2.63077 -0.701
H -0.92690 2.62403 2.33626 0.081
H -1.24633 4.19540 2.85465 0.505
H -0.94117 5.19590 0.73185 0.305
H -1.53663 3.62727 0.30494 0.177
H 1.17533 4.83576 -0.26066 0.383
H 0.63359 3.29360 -0.89098 0.374
H 1.13893 4.77742 2.85211 0.312
H 1.21226 3.11266 3.45480 0.431
C -0.09081 -3.07812 -3.17798 -0.429
C -1.06927 -4.23066 -2.96018 -0.697
C -1.58940 -4.06901 -1.53590 -0.574
S -0.20964 -3.40692 -0.56377 1.018
O 0.40077 -4.42580 0.23855 -0.694
O -0.61492 -2.14282 0.01201 -0.445
C 0.85525 -3.04346 -1.98569 -0.199
H -0.69575 -2.16922 -3.26645 0.157
H 0.51670 -3.16856 -4.07930 0.395
H -0.54026 -5.18559 -3.05466 0.309
H -1.89968 -4.28966 -3.66383 0.360
H -2.00633 -4.92783 -1.01731 0.403
H -2.30979 -3.24965 -1.47903 0.162
H 1.42689 -3.97482 -1.95930 0.371
H 1.45280 -2.15858 -1.79131 -0.209
Cl -2.96339 1.10341 -2.96168 -0.229
C -3.01505 0.10118 -1.47806 -0.016
C -2.06281 0.62858 -0.42949 -0.277
Cl -0.37556 0.61154 -1.03682 -0.221
H -2.75296 -0.91803 -1.74840 -0.184
H -4.02451 0.08817 -1.06984 0.421
H -1.99107 -0.11566 0.36556 0.208
H -2.29201 1.64093 -0.12167 0.237
```

Summary:
E_HOMO	-0.1100	hartree
total charge	-1
gap between HOMO and LUMO	5.282	eV
electronic energy	-116503.4530	eV